A structure of composition C28H36GeIrN6O2S6 in a non-equilibrium geometry. Source: the OMol25 dataset; level of theory: ωB97M-V/def2-TZVPD.

HOMO (alpha / beta): -12.31 / -12.61 eV
net charge: +2
spin multiplicity: 2
calculated total energy: -6137.413303 a.u.
relative energy (zero: lowest compared OMol25 entry of this formula, charge and spin): 196.29 kJ/mol
orbital gap (alpha / beta): 6.05 / 5.79 eV
molecular weight: 945.87 g/mol

Geometry as XYZ:
```
80
Properties=species:S:1:pos:R:3:forces:R:3:lowdin_charge:R:1
Ir -1.34069 -0.02666 1.05522 -0.5 -1.0 1.3 0.9375
C -1.49037 4.37765 0.37823 0.2 -0.2 0.0 0.0270
C -1.37841 2.89006 0.21842 2.1 -0.4 1.8 -0.2293
N -0.62425 2.08379 0.96368 -2.2 0.1 -0.6 -0.0397
N 0.00075 2.62222 2.06677 -0.1 1.1 0.1 0.0440
C 0.81610 1.88582 2.82403 0.2 -0.5 0.5 -0.5130
N 1.01858 2.24047 4.08770 -0.1 0.2 -0.3 0.2112
S -1.36391 0.01051 3.29412 -0.4 0.0 -1.9 0.1337
C -2.17191 2.24724 -0.78486 -1.3 -1.2 -1.4 -0.2613
C -2.70630 2.91719 -1.90248 0.5 -0.1 1.0 0.0050
C -3.48486 2.23347 -2.80545 -0.2 -0.8 -0.2 -0.0336
C -3.71290 0.86891 -2.60805 0.1 0.8 0.0 -0.0028
C -3.15368 0.26561 -1.50242 -0.2 -0.3 0.2 -0.1003
N -2.42799 0.92166 -0.60285 1.5 0.0 0.1 -0.0434
H -0.92424 4.78324 1.21287 0.0 0.0 -0.1 0.0791
H -2.53767 4.65705 0.50202 0.0 -0.1 0.0 0.1174
H -1.12395 4.87159 -0.52259 0.0 0.0 0.0 0.1009
H -0.42878 3.44822 2.48348 0.0 -0.4 -0.1 0.1606
H 0.40042 2.88006 4.56499 0.0 -0.1 0.0 0.1417
H 1.56647 1.62724 4.67225 0.1 0.1 -0.1 0.1074
H -2.48343 3.95903 -2.06059 0.0 0.2 0.0 0.1242
H -3.90873 2.73346 -3.66394 0.0 0.1 0.0 0.1286
H -4.30880 0.29393 -3.29671 -0.1 -0.1 -0.1 0.1250
H -3.31021 -0.78522 -1.30113 0.0 -0.1 0.0 0.1162
O 1.11349 -5.67619 -2.58489 -0.1 -0.1 0.1 -0.0391
C 1.84761 -4.48456 -2.65397 0.4 0.2 -0.3 -0.2048
C 1.24271 -3.46493 -1.73555 -0.1 0.1 0.2 -0.1441
C 1.84897 -2.23208 -1.50338 -0.2 -0.3 0.1 0.0170
C 1.22564 -1.33555 -0.65868 0.4 0.0 -0.2 -0.1696
N 0.08521 -1.58993 -0.02695 -1.2 0.8 -0.4 0.0193
C -0.50669 -2.78292 -0.22319 0.5 0.0 -0.4 -0.1843
C 0.04397 -3.72572 -1.08470 0.0 0.1 0.2 0.0746
C -1.74715 -3.03267 0.52230 -0.2 -0.4 0.1 -0.1838
C -2.29134 -4.30544 0.66273 0.0 0.5 0.0 0.0734
C -3.44974 -4.49367 1.40704 -0.1 0.3 0.1 -0.1479
C -4.08258 -5.86469 1.44791 0.1 0.0 0.2 -0.2027
O -4.54988 -6.21711 0.16810 -0.1 -0.1 -0.3 -0.0259
C -4.01174 -3.37957 2.02300 0.3 -0.3 -0.4 0.0318
C -3.41429 -2.14620 1.84385 -0.5 0.2 0.4 -0.1426
N -2.32146 -1.96634 1.10721 0.8 1.3 0.2 -0.0792
H 1.52332 -6.34138 -3.14718 0.0 0.0 0.0 0.1108
H 1.84730 -4.07090 -3.67653 0.0 0.0 0.2 0.1450
H 2.89763 -4.64048 -2.36202 -0.1 0.1 0.0 0.1422
H 2.78548 -1.96914 -1.96924 0.1 0.1 -0.1 0.1299
H 1.67665 -0.36906 -0.48849 -0.1 0.1 0.0 0.0580
H -0.43605 -4.67202 -1.26502 -0.1 -0.1 0.0 0.1192
H -1.82734 -5.15920 0.19607 0.1 0.0 -0.1 0.1318
H -4.87515 -5.90397 2.20121 0.1 0.0 0.0 0.1312
H -3.32032 -6.60749 1.70273 -0.1 0.1 0.1 0.1372
H -5.41862 -5.83119 0.00831 0.1 0.0 0.1 0.1040
H -4.90125 -3.45977 2.62697 -0.1 0.0 0.1 0.1285
H -3.82218 -1.26636 2.31973 0.1 0.0 0.0 0.0865
C 4.36199 -0.39297 1.36376 -0.2 0.4 0.5 -0.2013
Ge 3.62455 0.93247 2.63764 -0.2 0.1 -0.2 0.9087
C 3.84225 0.37021 4.53369 0.0 0.2 -0.7 -0.2041
C 4.19091 2.80689 2.30895 -0.1 -0.7 0.1 -0.1941
C 1.59320 0.81744 2.22284 1.0 -0.1 0.1 -0.2461
H 5.41441 -0.56323 1.56563 0.2 0.0 0.0 0.0263
H 4.26482 -0.04870 0.33898 0.0 0.1 -0.1 0.0137
H 3.84152 -1.34050 1.46770 -0.1 -0.1 0.0 0.0216
H 4.84760 -0.02506 4.65212 0.1 0.0 0.0 0.0282
H 3.14388 -0.41799 4.80671 -0.1 -0.1 0.0 0.0280
H 3.74050 1.20479 5.22349 0.0 0.1 0.0 0.0210
H 5.19260 2.95791 2.70075 0.1 0.0 0.0 0.0271
H 3.52687 3.50972 2.80403 -0.1 0.0 0.1 0.0131
H 4.20895 3.02285 1.24524 0.0 0.0 -0.1 0.0056
H 1.31497 -0.14975 2.64019 0.0 0.1 0.0 0.0530
H 1.42248 0.80420 1.14916 0.1 -0.1 0.1 0.0338
C 2.92838 3.52125 -1.96398 -0.2 0.2 -0.1 -0.4054
S 1.95247 4.71449 -2.91828 -0.1 -0.2 0.0 0.9012
C 0.87993 3.77283 -3.90856 0.3 1.0 -0.1 -0.9628
C 0.37636 2.49721 -3.70592 -0.4 -0.9 0.0 -1.1151
S 0.63959 1.46525 -2.41390 -0.2 0.0 -0.1 0.6895
S -0.73091 1.95024 -4.97514 0.4 0.3 0.1 0.8976
C -0.73406 3.40302 -5.93656 -0.5 0.0 -0.6 -1.4666
S -1.61906 3.58307 -7.29950 0.4 0.0 0.6 0.6628
S 0.31753 4.65017 -5.30674 0.1 -0.4 0.2 0.9481
H 3.78314 4.08409 -1.60008 0.1 0.1 0.0 0.0414
H 3.25297 2.72208 -2.62054 0.1 -0.1 0.0 0.0399
H 2.33874 3.13003 -1.14176 0.1 0.0 0.0 -0.0170
```
Forces are in eV/Å.



A structure of composition C15H44BI2NO20P4S in a non-equilibrium geometry. Source: the OMol25 dataset; level of theory: ωB97M-V/def2-TZVPD.

HOMO: -9.32 eV
calculated total energy: -4541.292060 a.u.
orbital gap: 7.74 eV
molecular weight: 979.09 g/mol

Geometry as XYZ:
```
88
Properties=species:S:1:pos:R:3:forces:R:3:lowdin_charge:R:1
C -4.03141 0.18341 -4.75532 -0.1 -0.5 0.1 -0.1984
C -2.72864 -0.34417 -4.10329 -1.0 0.2 0.1 -0.7676
I -2.78306 -2.51976 -4.18812 0.5 0.4 -0.2 0.8388
C -2.58851 0.12414 -2.64686 0.6 -0.4 -0.8 -0.7790
I -4.23231 -0.62970 -1.37809 -0.6 0.4 -0.8 0.8892
O -1.27566 -0.29124 -2.21756 -0.8 0.7 1.1 -0.3859
S -1.34674 -0.67641 -0.60170 0.0 -0.7 0.7 0.7735
O -0.43131 -1.75961 -0.44553 0.9 -0.1 0.0 -0.3360
O -0.68697 0.61453 0.21879 0.1 -0.2 -0.7 -0.1267
B -1.39570 1.00104 1.36573 -0.1 0.8 0.6 -0.8108
N -2.60462 0.38283 1.88782 0.9 -0.4 -0.1 0.1593
O -0.88751 2.10784 2.03601 -0.5 0.0 -0.7 0.1444
H -4.42377 1.06240 -4.22875 0.1 -0.1 -0.2 0.0632
H -3.92077 0.40995 -5.82029 0.3 0.0 0.2 0.0793
H -4.78337 -0.60960 -4.70017 -0.1 0.4 0.1 0.0312
H -1.85729 0.00541 -4.66563 0.0 -0.3 0.3 0.0881
H -2.65792 1.21600 -2.57688 -0.1 -0.2 0.0 0.0966
H -3.45431 0.71077 1.44791 -0.1 -0.1 0.2 0.0480
H -2.56537 -0.62885 1.93187 -0.5 0.0 -0.2 0.0718
H -1.13497 2.91337 1.56389 0.5 0.1 0.2 0.1090
C 2.13322 0.65123 -2.03446 -0.3 -0.3 -1.1 -0.1106
O 3.06615 1.57823 -1.49937 2.0 2.1 0.1 -0.2581
P 4.50905 1.13088 -0.79209 -2.5 -6.3 3.4 0.6292
O 4.57361 -0.31558 -1.19044 0.3 0.8 -0.8 -0.2759
O 3.91276 1.38995 0.68286 1.0 0.5 0.3 -0.2486
C 2.92064 0.51680 1.20049 -0.5 0.1 -0.1 -0.0992
O 6.05095 1.24731 -0.13278 -0.8 2.9 -2.0 -0.2309
C 7.12322 1.39525 -1.07788 0.3 -0.2 -0.1 -0.1198
H 1.96195 0.89976 -3.08390 0.0 0.0 0.0 0.0893
H 2.43017 -0.39130 -1.97084 0.3 0.1 0.2 0.0854
H 1.19417 0.78246 -1.49628 0.2 0.2 0.1 0.0636
H 3.00495 -0.48908 0.78454 0.0 0.0 -0.1 0.0857
H 1.92717 0.92017 0.99728 0.0 -0.1 0.0 0.0792
H 3.05223 0.46179 2.28006 0.2 0.1 0.0 0.0791
H 6.92521 2.21402 -1.76916 0.1 0.0 0.0 0.0792
H 7.26521 0.46719 -1.63378 -0.1 0.0 0.0 0.0847
H 8.03226 1.61839 -0.52334 -0.1 0.0 0.1 0.0869
C 5.68280 -2.00406 2.78364 0.4 0.6 0.7 -0.1098
O 5.46648 -3.40479 2.70181 -0.3 -2.8 0.7 -0.2690
P 6.48106 -4.44905 1.88483 1.9 4.6 -5.6 0.6131
O 7.66365 -3.55370 1.64509 -0.3 -0.5 1.1 -0.2826
O 5.47228 -4.56973 0.64041 0.3 -1.2 0.1 -0.2527
C 5.29904 -3.45014 -0.22037 -0.4 0.5 0.1 -0.0986
O 7.19749 -5.89537 1.41392 -2.0 -0.4 2.9 -0.2298
C 8.05613 -6.50715 2.38791 0.3 0.0 0.0 -0.1263
H 5.74024 -1.71813 3.83586 0.0 0.0 0.0 0.0877
H 6.57870 -1.65719 2.27792 0.1 -0.3 -0.1 0.0802
H 4.81483 -1.51283 2.33955 -0.1 -0.2 0.0 0.0744
H 6.18606 -2.81836 -0.25507 0.0 0.0 0.1 0.0850
H 4.44025 -2.86374 0.10733 0.1 0.1 0.0 0.0748
H 5.09445 -3.81740 -1.22387 0.0 -0.2 0.1 0.0929
H 7.54993 -6.60849 3.34775 0.1 -0.1 0.0 0.0788
H 8.96639 -5.91775 2.51005 -0.1 0.1 0.0 0.0832
H 8.32200 -7.49890 2.02725 -0.1 0.0 -0.1 0.0847
C -9.81596 4.92860 -6.87071 -0.2 -0.1 -1.0 -0.1199
O -8.71338 5.41163 -6.11959 2.5 1.3 0.8 -0.2653
P -7.55456 4.42499 -5.44148 -4.4 -5.8 1.7 0.6137
O -7.86888 3.12031 -6.11519 0.6 0.9 -0.5 -0.2815
O -8.17762 4.57834 -3.96522 1.1 0.2 0.3 -0.2533
C -9.41770 3.95803 -3.66369 -0.5 0.2 -0.1 -0.1007
O -6.09373 3.97087 -4.74689 0.2 3.3 -1.3 -0.2339
C -4.96031 3.97511 -5.62795 0.2 -0.2 -0.2 -0.1275
H -9.79311 5.38564 -7.86109 0.0 0.0 0.0 0.0861
H -9.84349 3.84904 -6.98506 0.3 0.0 0.2 0.0789
H -10.72531 5.25492 -6.36199 0.2 0.1 0.1 0.0910
H -9.58315 3.06553 -4.26827 0.1 0.0 -0.1 0.0880
H -10.23376 4.66697 -3.81479 0.0 0.0 -0.1 0.0856
H -9.40533 3.67184 -2.61384 0.2 0.1 0.0 0.0901
H -4.87541 4.92796 -6.14927 0.2 0.0 0.0 0.0811
H -5.04560 3.16332 -6.35253 -0.1 0.0 0.0 0.0814
H -4.06345 3.82238 -5.03008 -0.1 0.0 0.1 0.0819
C 1.52532 -1.68685 4.19132 0.2 -0.8 -0.5 -0.1090
O 1.73823 -1.27455 5.53179 1.0 0.2 2.7 -0.2620
P 0.58071 -1.38728 6.72759 -6.0 1.3 -4.1 0.6153
O -0.43540 -2.25955 6.04749 1.0 -0.4 0.5 -0.2820
O 0.25423 0.18755 6.66584 0.1 -0.1 1.2 -0.2516
C -0.42314 0.71193 5.53366 0.3 0.2 -0.5 -0.0984
O -0.07801 -1.43688 8.27188 3.6 -0.3 0.0 -0.2281
C 0.20621 -2.62341 9.02964 -0.2 -0.3 0.1 -0.1228
H 2.27706 -2.43357 3.92867 0.0 0.0 0.0 0.0881
H 0.53978 -2.10178 3.99996 -0.1 0.0 0.3 0.0799
H 1.67151 -0.81185 3.55385 0.0 0.1 0.2 0.0712
H -1.07129 -0.02938 5.06472 0.1 -0.1 0.1 0.0849
H 0.30320 1.08313 4.80843 0.0 0.0 -0.1 0.0835
H -1.03503 1.55070 5.85887 0.1 0.0 0.2 0.0929
H 1.27602 -2.82967 9.04746 0.0 -0.1 0.1 0.0796
H -0.32817 -3.47599 8.60767 0.0 0.0 -0.1 0.0841
H -0.13497 -2.46106 10.05006 0.0 0.1 -0.1 0.0854
```
Forces are in eV/Å.



A cluster of 3 separate species, C6H14N2 in total in a non-equilibrium geometry. Source: the OMol25 dataset; level of theory: ωB97M-V/def2-TZVPD.

HOMO (alpha / beta): -7.18 / -5.69 eV
calculated total energy: -346.313099 a.u.
relative energy (zero: lowest compared OMol25 entry of this formula, charge and spin): 562.02 kJ/mol
orbital gap (alpha / beta): 7.96 / 6.20 eV
molecular weight: 114.19 g/mol

Geometry as XYZ:
```
22
Properties=species:S:1:pos:R:3:forces:R:3:lowdin_charge:R:1
C 0.32500 0.12600 -0.02878 -0.2 -0.9 -0.2 -0.5027
C -0.47379 -0.90144 -0.37214 0.9 0.4 0.3 -0.0407
C -2.14374 0.98967 -0.34780 -0.8 0.6 -0.5 -0.1661
C 1.12550 0.87377 -1.04748 0.0 0.0 0.1 -0.0712
C 0.50259 0.54804 1.39509 0.0 0.0 -0.1 -0.0722
N -2.85362 0.98204 0.84384 -0.3 0.0 0.5 -0.0257
C 1.87175 -2.18915 -0.04051 1.6 -1.0 -0.4 -0.0909
N 2.80249 -2.31186 -0.87837 -1.1 0.6 0.4 0.0044
H -2.39623 1.40501 1.63829 0.0 -0.1 -0.1 0.0663
H -3.30707 0.11406 1.08930 0.1 0.1 0.0 0.0729
H 2.78095 -1.60472 -1.62402 0.1 -0.1 0.1 0.0284
H -0.55850 -1.22662 -1.39863 0.0 0.0 -0.1 0.0794
H -1.01056 -1.46953 0.37453 -0.1 0.0 0.0 0.0779
H 1.85505 -2.94117 0.77649 -0.3 0.3 0.0 0.0435
H -1.62994 1.91323 -0.57917 0.0 0.0 0.0 0.0567
H -2.62764 0.50018 -1.18257 0.0 0.0 0.0 0.0569
H 0.88264 0.56844 -2.06491 0.0 0.0 0.0 0.0830
H 1.54294 0.39570 1.69232 0.0 0.1 0.0 0.0828
H 0.97093 1.95272 -0.95685 0.0 0.0 0.0 0.0808
H 2.18868 0.68351 -0.87436 0.0 0.1 0.0 0.0769
H -0.13149 -0.02259 2.07314 0.0 0.0 0.0 0.0777
H 0.28405 1.61472 1.51259 0.0 0.0 0.0 0.0822
```
Forces are in eV/Å.



- Look up the calculated total energy of the first one.
  -6137.413303 a.u.